Record 1
Here is a 13-piece molecular cluster, C14H55N21O13 overall in a non-equilibrium geometry from the Open Molecules 2025 dataset. Energies are from ωB97M-V with the def2-TZVPD basis set.

Last column: Löwdin charge in e.
Element x y z (Å)
C  -3.97286  8.10739  18.35174  -0.6446
O  -3.23344  8.35865  19.30748  -0.0185
N  -4.95201  8.92208  17.90707  0.1793
N  -3.67956  7.12307  17.45550  0.2020
H  -5.36600  8.62269  17.02679  0.0475
H  -5.10122  9.74741  18.46597  0.0845
H  -2.88942  6.53083  17.67855  0.0813
H  -4.27358  6.84967  16.69135  0.0634
C  -7.68072  6.74039  20.18511  -0.7280
O  -8.43350  6.83159  19.21400  -0.0161
N  -6.46336  7.29229  20.33555  0.1812
N  -8.08232  6.28767  21.37244  0.1545
H  -5.85166  7.16311  21.13052  0.0601
H  -6.03025  7.61929  19.48435  0.0649
H  -7.53859  6.46987  22.19884  0.0993
H  -9.02148  5.92980  21.43033  0.1060
C  -2.86721  5.60643  14.43411  -0.6628
O  -2.28488  6.66026  14.66589  0.0288
N  -3.95484  5.45946  13.61481  0.1515
N  -2.27764  4.40344  14.61157  0.1677
H  -4.35165  6.30120  13.23052  0.1097
H  -4.17453  4.54276  13.27517  0.0916
H  -2.63019  3.85413  13.85053  0.0872
H  -1.37296  4.23411  15.01777  0.1178
C  -4.01470  8.25553  23.09072  -0.6793
O  -5.07513  7.69197  22.85293  -0.0053
N  -3.05078  8.42443  22.16210  0.1852
N  -3.67661  8.68202  24.33663  0.1570
H  -2.10625  8.69765  22.36734  0.1103
H  -3.27749  8.03531  21.25822  0.0648
H  -2.69896  8.78893  24.53633  0.0979
H  -4.42992  8.63573  25.00049  0.1064
C  -1.82132  10.29121  14.48783  -0.7168
O  -1.50064  11.46359  14.28933  -0.0024
N  -1.71252  9.71709  15.70574  0.1701
N  -2.31688  9.44423  13.55969  0.1591
H  -1.10359  10.31585  16.24583  0.1034
H  -1.87011  8.78566  16.05539  0.0791
H  -2.29915  9.57111  12.56433  0.1010
H  -2.39036  8.50357  13.92075  0.0421
C  -6.91027  7.85495  15.21008  -0.6453
O  -5.73869  8.20700  15.37114  -0.0022
N  -7.87371  8.40063  14.41876  0.1686
N  -7.42586  6.84723  15.94038  0.1784
H  -8.70038  7.92287  14.10757  0.1030
H  -7.67142  9.25576  13.92636  0.0848
H  -6.77489  6.44339  16.59569  0.0833
H  -8.24837  6.40210  15.57425  0.1055
C  -0.54454  4.90632  18.89501  -0.6888
O  -0.79959  5.30699  17.73752  -0.0251
N  0.67242  4.95600  19.48403  0.1545
N  -1.49592  4.40881  19.68100  0.1660
H  1.48176  5.29650  18.99642  0.1070
H  0.74312  4.46470  20.35691  0.0924
H  -1.29016  4.13676  20.62424  0.1035
H  -2.37685  4.33948  19.17814  0.0490
C  -8.07240  11.41737  18.76946  -0.6649
O  -7.09904  10.65003  18.89648  -0.0133
N  -9.13119  11.20601  17.97051  0.1696
N  -8.16339  12.57808  19.39953  0.1905
H  -9.18517  10.30200  17.52489  0.1113
H  -9.87244  11.80782  17.65810  0.1061
H  -9.08737  12.97434  19.39333  0.1115
H  -7.45723  12.85984  20.05898  0.1026
C  -3.42389  12.88499  19.78005  -0.7117
O  -2.81173  13.16593  20.80025  0.0218
N  -4.76106  12.96762  19.67970  0.1474
N  -2.94098  12.31181  18.66192  0.1541
H  -5.36486  12.83227  20.47248  0.0785
H  -5.03611  12.55056  18.80440  0.0549
H  -2.01697  11.93504  18.81923  0.1052
H  -3.34424  12.29423  17.73480  0.0555
C  -4.93486  4.01617  17.93398  -0.6919
O  -3.78827  3.80733  18.28771  0.0255
N  -5.96320  4.08819  18.79162  0.1863
N  -5.30345  4.13182  16.64858  0.1646
H  -5.66176  4.13422  19.75150  0.1180
H  -6.91834  4.24303  18.52033  0.1004
H  -4.65661  4.06435  15.87972  0.0759
H  -6.23145  3.81550  16.41477  0.1024
C  -4.76160  13.36565  14.78321  -0.0694
C  -5.71626  12.53766  15.56208  -0.4065
C  -6.85480  11.78721  14.75120  -0.1748
O  -7.63353  12.63080  13.90591  -0.1849
C  -8.59979  13.42858  14.60653  -0.0919
N  -4.79670  11.74564  16.38691  0.0476
H  -4.21027  12.84253  13.99917  0.0880
H  -4.13508  14.00840  15.39793  0.0922
H  -5.30833  14.05957  14.13299  0.0762
H  -6.17208  13.16003  16.33821  0.1252
H  -7.50434  11.30997  15.49411  0.0977
H  -6.52200  10.92096  14.17794  0.1042
H  -9.56353  12.91115  14.60054  0.0777
H  -8.85464  14.32534  14.04146  0.0849
H  -8.26678  13.68383  15.61152  0.0792
H  -5.36783  10.95357  16.67880  0.0437
H  -4.16723  11.28455  15.73220  0.0732
O  -0.57345  8.88715  18.98235  -0.0752
H  -1.50369  8.61292  18.93535  -0.0257
H  -0.08008  8.11924  18.68098  0.0144
O  -6.35440  10.52150  21.50191  -0.0695
H  -6.86721  10.58718  20.68090  -0.0257
H  -5.72991  9.80929  21.34015  0.0041

Values from the calculation:
**Calculated total energy**: -73329.0549 eV
**HOMO-LUMO gap**: 0.3042 Eh
**E_HOMO**: -8.5 eV

Record 2
Here is C14H56CdCl2O14 as an isolated structure in a non-equilibrium geometry from the Open Molecules 2025 dataset. Energies are from ωB97M-V with the def2-TZVPD basis set.

Last column: Löwdin charge in e.
Element x y z (Å)
Cd  11.40856  12.05858  13.26368  1.1865
Cl  12.51960  14.23499  12.53387  0.1347
Cl  10.53848  9.77866  13.63688  0.0685
C  15.34250  9.34943  14.78466  -0.0816
O  14.10106  9.86855  14.19076  -0.1682
H  16.20495  9.72806  14.25535  0.0674
H  15.53280  9.50843  15.84778  0.0836
H  15.35531  8.25151  14.67163  0.0939
H  13.69768  9.11887  13.73502  0.0496
C  9.33368  13.39921  7.67713  -0.1491
O  9.04963  12.00252  7.70310  -0.1140
H  8.41330  13.94327  7.41558  0.0822
H  9.71373  13.78584  8.64522  0.0724
H  9.94665  13.63842  6.87727  0.0512
H  9.83518  11.57330  7.38733  0.0603
C  15.51941  16.45461  13.43104  -0.1314
O  16.24833  15.24056  13.77812  -0.1300
H  14.78849  16.07743  12.71572  0.0262
H  15.08978  16.90545  14.34250  0.0794
H  16.11680  17.23951  12.87457  0.0927
H  17.12692  15.51537  13.84223  0.0318
C  15.81450  12.63474  11.74334  -0.1407
O  15.01120  11.52743  11.45239  -0.1564
H  15.85269  12.65048  12.82663  0.0624
H  16.84135  12.51121  11.43120  0.0779
H  15.29843  13.59041  11.38656  0.0952
H  15.15602  10.88857  12.20738  0.0820
C  12.95818  15.58890  9.07414  -0.1501
O  12.42735  14.28400  9.41485  -0.2260
H  13.99549  15.77149  9.33000  0.0622
H  12.84930  15.72097  7.96909  0.0840
H  12.31330  16.37293  9.52193  0.0738
H  12.41615  14.28194  10.41819  -0.0680
C  10.58234  6.69308  11.27228  -0.1154
O  11.46413  7.82865  11.36846  -0.1929
H  10.20210  6.31265  12.18505  0.0641
H  9.76373  6.97006  10.60715  0.0777
H  11.19419  5.89049  10.78565  0.0959
H  11.08035  8.41423  12.04234  -0.0779
C  11.87193  11.37207  10.01782  -0.1216
O  12.41772  11.04583  11.29929  -0.2783
H  12.36656  12.24198  9.62431  0.0527
H  11.98543  10.48444  9.37404  0.0926
H  10.81817  11.57174  10.13150  0.0441
H  13.37054  11.34756  11.35805  0.0291
C  10.24072  13.75190  15.75012  -0.1146
O  9.69175  12.98448  14.67698  -0.2397
H  9.65540  13.68668  16.67426  0.0932
H  11.10993  13.24810  16.07538  0.0241
H  10.45130  14.82191  15.40805  0.1239
H  9.52270  12.13043  15.08351  0.0407
C  13.99579  12.89248  15.43595  -0.0790
O  12.88456  11.94694  15.11226  -0.2997
H  14.85823  12.44572  15.79285  0.0554
H  14.17887  13.58318  14.63646  0.0039
H  13.51180  13.55225  16.21639  0.0988
H  13.25508  11.08010  14.78424  0.0040
C  8.38839  11.96859  11.36222  -0.0738
O  9.54963  12.70188  11.87245  -0.2944
H  8.80740  11.20290  10.75733  0.0630
H  7.88149  11.55617  12.23334  0.0663
H  7.73529  12.65226  10.88174  0.0787
H  9.34289  13.56019  12.34860  0.0308
C  6.50115  12.54748  15.12720  -0.1680
O  6.82791  13.69433  14.36774  -0.1204
H  6.68210  11.58532  14.58476  0.0849
H  7.16970  12.40262  15.99941  0.0716
H  5.51126  12.61173  15.47598  0.0612
H  7.73321  13.57728  14.02945  0.0402
C  14.90404  8.20718  11.51504  -0.1832
O  13.95748  7.79638  12.41799  -0.1420
H  14.54142  8.75797  10.65632  0.0803
H  15.69968  8.81311  12.02488  0.0768
H  15.41695  7.28586  11.07691  0.1013
H  13.10691  7.67121  11.92853  0.0599
C  11.12270  10.20633  17.18508  -0.2098
O  11.00169  8.93958  16.64460  -0.1438
H  12.11829  10.35345  17.64836  0.0825
H  11.04354  11.02316  16.46652  0.0235
H  10.39595  10.26061  18.03976  0.0908
H  10.64798  9.01094  15.76148  -0.0686
C  9.20444  16.12958  11.60416  -0.1142
O  9.76915  15.24324  12.56549  -0.2111
H  9.29065  15.76778  10.61360  0.0600
H  8.16312  16.17623  11.86516  0.0811
H  9.67108  17.12716  11.61966  0.0902
H  10.65882  15.07710  12.23825  -0.0973

Values from the calculation:
**Calculated total energy**: -73697.9544 eV
**HOMO-LUMO gap**: 0.3711 Eh
**E_HOMO**: -9.6 eV

Among the records above, which one has the lowest HOMO-LUMO gap?
C14H55N21O13

What is the E_HOMO in the second record?
-9.6 eV

Which value of HOMO-LUMO gap does entry 2 give?
0.3711 Eh

Number 1 is which compound?
C14H55N21O13